Record 1
The following is a DFT calculation (ωB97M-V with the def2-TZVPD basis set) of a cluster of 3 separate species, C2H10NO2 in total at a distorted geometry.

ORCA input file:
```
! wB97M-V def2-TZVPD RIJCOSX def2/J DEFGRID3
* xyz 1 1
H 2.033 -2.469 0.971
C -2.654 -0.208 0.287
O 1.331 2.147 -0.666
H -0.536 -0.485 -1.309
H 1.028 2.876 -1.241
N -0.286 -0.134 -0.390
H 2.289 2.229 -0.575
H -3.371 -0.499 1.047
H 2.476 -1.747 -0.328
O 1.935 -1.656 0.466
H -3.110 0.184 -0.612
H -0.040 0.875 -0.491
C -1.390 -0.319 0.611
H -0.949 -0.506 1.576
H 0.542 -0.575 0.043
*
```

Results
Kohn-Sham gap   0.435 Eh
Lowest unoccupied orbital energy   -3.1 eV
HOMO   -15.0 eV
Relative energy (zero: lowest compared OMol25 entry of this formula, charge and spin)   55.3 kJ/mol
Electronic energy   -287.175255 hartree

Atomic partial charges in e from the Löwdin method, atoms 1 to 6:
1 H 0.08
2 C 0.07
3 O -0.05
4 H 0.17
5 H 0.08
6 N 0.17

---

Record 2
The following is a DFT calculation (ωB97M-V with the def2-TZVPD basis set) of a cluster of 3 separate species, C2H10NO2 in total at a distorted geometry.

ORCA input file:
```
! wB97M-V def2-TZVPD RIJCOSX def2/J DEFGRID3
* xyz 1 1
H 0.624 -2.593 -3.665
C 0.323 1.826 2.092
H -0.443 0.559 -2.080
H -1.226 -0.955 0.760
H 1.251 1.528 2.690
H -0.842 -2.800 -2.939
H 0.210 0.699 0.265
H 0.612 2.708 1.507
O 0.063 -2.454 -2.952
N -0.009 0.633 1.201
C -0.625 -0.422 1.643
H 0.869 -0.357 -2.232
H -0.603 -0.538 2.711
H -0.588 1.925 2.672
O 0.384 0.242 -1.672
*
```

Results
Kohn-Sham gap   0.353 Eh
Lowest unoccupied orbital energy   -5.2 eV
HOMO   -14.8 eV
Relative energy (zero: lowest compared OMol25 entry of this formula, charge and spin)   170.0 kJ/mol
Electronic energy   -287.131578 hartree

Atomic partial charges in e from the Löwdin method, atoms 1 to 6:
1 H 0.01
2 C 0.03
3 H 0.07
4 H 0.18
5 H 0.13
6 H 0.06

---

Record 3
The following is a DFT calculation (ωB97M-V with the def2-TZVPD basis set) of a cluster of 3 separate species, C2H10NO2S in total at a distorted geometry.

ORCA input file:
```
! wB97M-V def2-TZVPD RIJCOSX def2/J DEFGRID3
* xyz -2 2
H 2.118 -2.992 0.997
O -5.069 4.769 -1.580
H -0.369 -1.620 0.986
H 1.890 -0.596 1.110
N 0.375 -1.897 0.349
C 1.246 -0.732 0.229
H -5.244 3.821 -1.437
H -0.020 -1.798 -0.659
H 1.841 -0.803 -0.700
H 3.655 -3.027 0.591
H -4.300 5.051 -1.060
H 1.146 1.480 0.080
H 0.010 0.780 1.199
S -0.675 0.472 -1.251
O 2.937 -3.516 0.990
C 0.457 0.608 0.155
*
```

Results
Kohn-Sham gap (alpha / beta)   0.061 / 0.211 Eh
Expectation value of S²   0.75
Lowest unoccupied orbital energy (alpha / beta)   5.3 / 5.3 eV
HOMO (alpha / beta)   3.6 / -0.5 eV
Relative energy (zero: lowest compared OMol25 entry of this formula, charge and spin)   66.6 kJ/mol
Electronic energy   -685.506563 hartree

Atomic partial charges in e from the Löwdin method, atoms 1 to 6:
1 H -0.02
2 O -0.56
3 H 0.05
4 H 0.08
5 N -0.09
6 C -0.50

---

Record 4
The following is a DFT calculation (ωB97M-V with the def2-TZVPD basis set) of a cluster of 3 separate species, C2H10NO3 in total at a distorted geometry.

ORCA input file:
```
! wB97M-V def2-TZVPD RIJCOSX def2/J DEFGRID3
* xyz 1 1
H -1.803 -0.995 -0.482
N -0.121 -0.116 0.403
C -0.247 -0.901 -1.944
H -0.423 -2.124 -0.133
H 3.538 -0.371 0.172
H 0.478 -0.533 1.125
O 2.683 0.072 0.089
H -1.533 2.581 2.215
H -2.811 1.851 1.833
H 2.913 0.815 -0.462
C -0.722 -1.150 -0.507
H 0.577 0.382 -0.175
O 0.745 -0.248 -2.088
H -0.766 0.449 0.980
H -0.654 -1.515 -2.758
O -1.854 1.802 1.731
*
```

Results
Kohn-Sham gap   0.421 Eh
Lowest unoccupied orbital energy   -3.3 eV
HOMO   -14.8 eV
Relative energy (zero: lowest compared OMol25 entry of this formula, charge and spin)   44.8 kJ/mol
Electronic energy   -362.427767 hartree

Atomic partial charges in e from the Löwdin method, atoms 1 to 6:
1 H 0.14
2 N 0.17
3 C -0.18
4 H 0.14
5 H 0.07
6 H 0.16

---

Record 5
The following is a DFT calculation (ωB97M-V with the def2-TZVPD basis set) of a cluster of 2 separate species, C2H10NOS2 in total at a distorted geometry.

ORCA input file:
```
! wB97M-V def2-TZVPD RIJCOSX def2/J DEFGRID3
* xyz 1 1
H -1.074 -1.560 0.709
H -2.547 1.301 3.254
H -1.228 0.032 0.188
S 3.715 -0.441 -0.714
S 2.170 0.368 0.285
C 0.975 0.524 -1.073
C 0.058 -0.829 -1.223
H 3.547 -1.564 -0.039
O -2.692 1.999 2.610
H 0.514 -1.800 -1.131
H -0.410 -0.656 -2.156
H 1.659 0.810 -1.724
H 0.193 1.302 -0.874
H -1.968 2.633 2.628
H -1.875 -1.163 -0.611
N -1.037 -0.955 -0.129
*
```

Results
Kohn-Sham gap   0.320 Eh
Lowest unoccupied orbital energy   -3.9 eV
HOMO   -12.6 eV
Relative energy (zero: lowest compared OMol25 entry of this formula, charge and spin)   206.0 kJ/mol
Electronic energy   -1008.260209 hartree

Atomic partial charges in e from the Löwdin method, atoms 1 to 6:
1 H 0.19
2 H 0.03
3 H 0.17
4 S 0.41
5 S 0.41
6 C -0.49

---

Record 6
The following is a DFT calculation (ωB97M-V with the def2-TZVPD basis set) of a cluster of 2 separate species, C2H10NS2 in total at a distorted geometry.

ORCA input file:
```
! wB97M-V def2-TZVPD RIJCOSX def2/J DEFGRID3
* xyz 1 1
N -1.388 -1.252 -1.084
H -0.972 -1.782 -1.854
H -3.103 -2.391 -0.928
H -0.670 -0.712 -0.574
C -2.256 -2.203 -0.251
S 0.834 2.079 0.427
H -1.754 -3.168 -0.213
S 1.304 0.038 0.434
H 3.126 2.798 -0.106
H 2.954 2.546 1.665
C 2.432 2.795 0.738
H -2.054 -0.595 -1.496
H 1.722 -0.309 1.664
H 2.260 3.885 0.874
H -2.437 -1.728 0.703
*
```

Results
Kohn-Sham gap   0.325 Eh
Lowest unoccupied orbital energy   -3.6 eV
HOMO   -12.4 eV
Relative energy (zero: lowest compared OMol25 entry of this formula, charge and spin)   60.3 kJ/mol
Electronic energy   -933.061242 hartree

Atomic partial charges in e from the Löwdin method, atoms 1 to 6:
1 N 0.12
2 H 0.17
3 H 0.11
4 H 0.01
5 C 0.01
6 S 0.42

---

Record 7
The following is a DFT calculation (ωB97M-V with the def2-TZVPD basis set) of a cluster of 3 separate species, C2H10O2S2 in total at a distorted geometry.

ORCA input file:
```
! wB97M-V def2-TZVPD RIJCOSX def2/J DEFGRID3
* xyz 1 2
H 3.698 4.464 -0.092
H -1.342 -1.939 1.371
S -1.395 -2.318 -0.941
C 0.195 -0.036 -1.936
S -1.216 -0.324 -0.887
H -0.027 -0.178 -2.992
O 3.536 4.012 0.719
H 3.591 3.047 0.695
O -2.174 1.068 1.729
H -1.278 0.817 2.001
H 0.000 -3.045 0.938
H -1.666 -3.662 1.085
H 0.418 1.039 -1.850
H 1.046 -0.623 -1.604
H -2.323 0.492 0.984
C -1.061 -2.813 0.779
*
```

Results
Kohn-Sham gap (alpha / beta)   0.335 / 0.184 Eh
Expectation value of S²   0.75
Lowest unoccupied orbital energy (alpha / beta)   -4.6 / -8.7 eV
HOMO (alpha / beta)   -13.7 / -13.7 eV
Relative energy (zero: lowest compared OMol25 entry of this formula, charge and spin)   112.2 kJ/mol
Electronic energy   -1028.707967 hartree

Atomic partial charges in e from the Löwdin method, atoms 1 to 6:
1 H 0.02
2 H 0.03
3 S 0.73
4 C -0.37
5 S 0.72
6 H 0.07

---

Record 8
The following is a DFT calculation (ωB97M-V with the def2-TZVPD basis set) of a cluster of 2 separate species, C2H10O2Si2 in total at a distorted geometry.

ORCA input file:
```
! wB97M-V def2-TZVPD RIJCOSX def2/J DEFGRID3
* xyz 0 1
H -0.365 -1.853 0.338
H -3.446 0.254 0.270
C -0.896 -1.616 -0.568
H -1.754 -2.146 -0.841
Si -1.087 0.328 -0.541
O 0.005 1.287 -0.963
H 1.927 -0.395 1.490
O 2.222 -0.202 -0.932
H 0.005 -1.859 -1.091
C -2.606 0.876 0.416
H -2.785 1.861 0.275
H 4.323 0.141 0.757
Si 2.832 0.426 0.487
H 2.661 1.914 0.574
H 1.456 0.395 -1.099
H -2.493 0.590 1.428
*
```

Results
Kohn-Sham gap   0.371 Eh
Lowest unoccupied orbital energy   0.0 eV
HOMO   -10.1 eV
Relative energy (zero: lowest compared OMol25 entry of this formula, charge and spin)   350.8 kJ/mol
SMILES   C[Si](C)=O.O[SiH3]
Electronic energy   -811.672467 hartree

Atomic partial charges in e from the Löwdin method, atoms 1 to 6:
1 H 0.02
2 H 0.02
3 C -0.14
4 H 0.00
5 Si 0.66
6 O -0.34

---

Record 9
The following is a DFT calculation (ωB97M-V with the def2-TZVPD basis set) of an isolated molecule of C2H10O2Si2 at a distorted geometry.

ORCA input file:
```
! wB97M-V def2-TZVPD RIJCOSX def2/J DEFGRID3
* xyz 0 3
H -1.511 2.696 -1.221
O -1.020 0.153 -3.087
H 1.473 -0.557 2.918
H -0.224 0.184 -3.692
H 2.428 -1.443 0.404
C -0.799 1.923 -0.939
H 0.421 -2.802 0.659
C 0.653 -0.269 2.249
H 0.126 2.384 -1.225
O 0.279 -0.781 -0.717
H 0.550 0.794 1.954
Si -0.864 0.085 -1.493
Si 0.896 -1.359 0.679
H -0.702 1.792 0.165
H -2.147 -0.601 -1.133
H -0.428 -0.485 2.756
*
```

Results
Kohn-Sham gap (alpha / beta)   0.153 / 0.192 Eh
Expectation value of S²   2.01
Lowest unoccupied orbital energy (alpha / beta)   0.7 / -5.2 eV
HOMO (alpha / beta)   -3.4 / -10.4 eV
Relative energy (zero: lowest compared OMol25 entry of this formula, charge and spin)   0.0 kJ/mol
Electronic energy   -811.508031 hartree

Atomic partial charges in e from the Löwdin method, atoms 1 to 6:
1 H 0.03
2 O -0.18
3 H 0.00
4 H 0.10
5 H 0.04
6 C -0.16

---

Record 10
The following is a DFT calculation (ωB97M-V with the def2-TZVPD basis set) of a structure of composition C2H10O3Rb at a distorted geometry.

ORCA input file:
```
! wB97M-V def2-TZVPD RIJCOSX def2/J DEFGRID3
* xyz 1 1
H -4.116 -23.978 10.160
H -8.930 -21.152 4.959
Rb -4.481 -21.740 7.443
O -4.544 -23.834 9.316
H -5.464 -24.041 9.475
H -4.689 -18.848 6.875
C -8.938 -20.639 5.920
H -9.913 -20.196 6.123
O -3.893 -18.981 7.390
H -6.413 -20.873 5.009
H -7.634 -19.431 7.076
H -7.614 -19.050 5.476
O -6.518 -20.706 5.948
C -7.645 -19.936 6.110
H -8.945 -21.460 6.637
H -3.690 -18.116 7.746
*
```

Results
Kohn-Sham gap   0.412 Eh
Lowest unoccupied orbital energy   -3.3 eV
HOMO   -14.5 eV
Relative energy (zero: lowest compared OMol25 entry of this formula, charge and spin)   28.9 kJ/mol
Electronic energy   -331.815023 hartree

Atomic partial charges in e from the Löwdin method, atoms 1 to 6:
1 H 0.05
2 H 0.09
3 Rb 1.16
4 O -0.15
5 H 0.04
6 H 0.01

---

Among the records above, which one has the lowest relative energy (zero: lowest compared OMol25 entry of this formula, charge and spin)? number 9

---

Repeat the third record exactly.
The following is a DFT calculation (ωB97M-V with the def2-TZVPD basis set) of a cluster of 3 separate species, C2H10NO2S in total at a distorted geometry.

ORCA input file:
```
! wB97M-V def2-TZVPD RIJCOSX def2/J DEFGRID3
* xyz -2 2
H 2.118 -2.992 0.997
O -5.069 4.769 -1.580
H -0.369 -1.620 0.986
H 1.890 -0.596 1.110
N 0.375 -1.897 0.349
C 1.246 -0.732 0.229
H -5.244 3.821 -1.437
H -0.020 -1.798 -0.659
H 1.841 -0.803 -0.700
H 3.655 -3.027 0.591
H -4.300 5.051 -1.060
H 1.146 1.480 0.080
H 0.010 0.780 1.199
S -0.675 0.472 -1.251
O 2.937 -3.516 0.990
C 0.457 0.608 0.155
*
```

Results
Kohn-Sham gap (alpha / beta)   0.061 / 0.211 Eh
Expectation value of S²   0.75
Lowest unoccupied orbital energy (alpha / beta)   5.3 / 5.3 eV
HOMO (alpha / beta)   3.6 / -0.5 eV
Relative energy (zero: lowest compared OMol25 entry of this formula, charge and spin)   66.6 kJ/mol
Electronic energy   -685.506563 hartree

Atomic partial charges in e from the Löwdin method, atoms 1 to 6:
1 H -0.02
2 O -0.56
3 H 0.05
4 H 0.08
5 N -0.09
6 C -0.50

---

Please write out number 5 again, unchanged.
The following is a DFT calculation (ωB97M-V with the def2-TZVPD basis set) of a cluster of 2 separate species, C2H10NOS2 in total at a distorted geometry.

ORCA input file:
```
! wB97M-V def2-TZVPD RIJCOSX def2/J DEFGRID3
* xyz 1 1
H -1.074 -1.560 0.709
H -2.547 1.301 3.254
H -1.228 0.032 0.188
S 3.715 -0.441 -0.714
S 2.170 0.368 0.285
C 0.975 0.524 -1.073
C 0.058 -0.829 -1.223
H 3.547 -1.564 -0.039
O -2.692 1.999 2.610
H 0.514 -1.800 -1.131
H -0.410 -0.656 -2.156
H 1.659 0.810 -1.724
H 0.193 1.302 -0.874
H -1.968 2.633 2.628
H -1.875 -1.163 -0.611
N -1.037 -0.955 -0.129
*
```

Results
Kohn-Sham gap   0.320 Eh
Lowest unoccupied orbital energy   -3.9 eV
HOMO   -12.6 eV
Relative energy (zero: lowest compared OMol25 entry of this formula, charge and spin)   206.0 kJ/mol
Electronic energy   -1008.260209 hartree

Atomic partial charges in e from the Löwdin method, atoms 1 to 6:
1 H 0.19
2 H 0.03
3 H 0.17
4 S 0.41
5 S 0.41
6 C -0.49